(1)
Formula: C32H96N4O14
Source: OMol25
Level of theory: wB97M-V/def2-TZVPD

The geometry in XYZ format:
```
146
Properties=species:S:1:pos:R:3:forces:R:3:lowdin_charge:R:1
C 0.530 4.376 3.604 -1.38 0.19 -0.78 -0.106
O 0.844 4.029 2.239 0.30 0.18 0.76 -0.163
H -0.068 3.575 4.069 0.27 0.14 -0.11 0.080
H 1.436 4.527 4.177 0.05 0.27 0.15 0.076
H -0.130 5.279 3.560 0.77 -0.55 0.32 0.092
H 1.788 3.805 2.264 0.04 -0.37 -0.33 0.047
C -0.270 6.483 0.120 0.89 -0.62 0.48 -0.110
O -0.406 5.034 0.013 0.09 1.54 0.08 -0.178
H -1.077 6.932 0.713 -0.02 -0.13 -0.31 0.076
H 0.692 6.727 0.640 -0.68 -0.21 -0.37 0.089
H -0.196 6.916 -0.874 -0.29 -0.02 -0.06 0.074
H 0.096 4.725 0.788 -0.14 -0.59 0.08 0.016
C 3.117 1.784 3.806 0.79 0.89 -0.02 -0.093
O 3.347 2.791 2.774 -0.18 -0.63 0.28 -0.145
H 2.087 1.516 3.736 -0.64 -0.29 -0.09 0.049
H 3.737 0.880 3.734 -0.06 0.33 -0.44 0.083
H 3.298 2.222 4.788 -0.07 0.00 0.06 0.085
H 4.161 3.275 2.935 0.11 -0.19 0.13 0.087
C -3.144 3.774 2.762 -0.46 0.18 -0.53 -0.158
O -4.431 3.527 2.141 1.07 0.39 -0.05 -0.139
H -2.680 4.749 2.490 -0.57 -0.38 0.07 0.077
H -3.316 3.750 3.843 0.17 -0.10 -0.21 0.083
H -2.427 3.010 2.441 0.01 -0.06 0.29 0.055
H -4.256 3.525 1.184 -0.01 0.03 0.27 0.044
C 0.101 -2.681 6.398 0.70 -0.29 -0.71 -0.041
C 0.635 -3.123 4.999 -0.90 -0.52 0.18 -0.451
C 1.599 -2.123 4.426 0.53 0.59 0.54 -0.214
O 1.113 -0.797 4.300 -0.38 -0.11 -0.10 -0.196
C 0.009 -0.731 3.422 -0.33 1.49 0.17 -0.105
N 1.352 -4.424 5.044 -0.47 -0.13 -0.89 0.039
H 0.969 -2.573 7.078 -0.61 -0.16 -0.13 0.088
H -0.640 -3.395 6.769 0.36 -0.14 0.13 0.072
H -0.433 -1.730 6.339 0.25 0.09 -0.14 0.068
H -0.235 -3.238 4.336 -0.01 0.24 0.03 0.112
H 1.981 -2.424 3.448 0.11 -0.41 -0.02 0.106
H 2.404 -2.058 5.166 0.25 -0.03 -0.36 0.134
H -0.894 -1.181 3.860 0.16 0.01 -0.24 0.082
H 0.227 -1.165 2.440 0.01 -0.19 0.06 0.069
H -0.193 0.363 3.265 0.08 -0.96 0.13 0.093
H 1.485 -4.754 4.054 0.13 0.62 0.98 0.062
H 0.669 -5.094 5.385 0.15 -0.12 0.34 0.065
C 5.145 -2.702 2.158 -0.65 0.59 -0.13 -0.046
C 4.125 -2.104 1.173 0.50 -0.42 -0.72 -0.380
C 4.851 -1.184 0.164 -0.48 -0.31 0.45 -0.206
O 3.863 -0.575 -0.627 0.11 -0.17 0.14 -0.206
C 4.344 0.459 -1.443 -0.04 -0.11 -0.77 -0.103
N 3.400 -3.204 0.482 -0.28 0.55 0.00 0.048
H 5.707 -1.912 2.677 -0.37 -0.27 0.09 0.084
H 5.877 -3.293 1.633 0.34 -0.26 -0.46 0.070
H 4.643 -3.383 2.839 -0.01 0.17 0.34 0.076
H 3.319 -1.538 1.646 0.32 0.20 0.32 0.126
H 5.528 -1.808 -0.428 0.11 -0.05 -0.22 0.129
H 5.457 -0.397 0.637 -0.09 -0.19 0.27 0.126
H 3.485 1.091 -1.622 -0.01 0.49 -0.03 0.053
H 4.683 0.103 -2.428 -0.01 -0.19 0.16 0.092
H 5.183 1.010 -1.010 -0.21 0.12 0.28 0.094
H 4.018 -3.886 0.058 0.14 0.26 -0.30 0.099
H 2.737 -2.819 -0.213 0.77 -0.36 0.37 0.090
C -3.843 -3.080 0.832 0.25 -0.39 -0.22 -0.057
C -3.498 -1.749 0.192 0.18 0.41 1.31 -0.396
C -3.978 -0.595 1.111 0.40 -0.64 -2.25 -0.223
O -3.416 -0.872 2.333 -0.09 0.07 0.68 -0.181
C -3.805 0.059 3.276 0.42 1.14 1.76 -0.115
N -2.071 -1.667 -0.184 -0.86 0.58 -1.08 0.072
H -3.796 -3.821 0.035 0.23 -0.37 0.20 0.071
H -4.876 -3.065 1.163 -0.18 0.02 0.24 0.078
H -3.198 -3.368 1.684 -0.26 0.24 -0.53 0.085
H -4.091 -1.682 -0.693 -0.24 0.13 -0.98 0.113
H -5.083 -0.511 1.096 0.27 -0.26 0.39 0.138
H -3.592 0.339 0.676 0.02 0.22 0.24 0.116
H -3.565 1.115 2.986 -0.14 -0.82 0.11 0.080
H -3.286 -0.196 4.212 0.14 0.25 -0.27 0.088
H -4.861 0.024 3.566 -0.24 -0.11 -0.54 0.095
H -1.464 -1.582 0.599 0.26 -0.48 1.27 0.045
H -1.929 -0.736 -0.589 -0.04 -0.26 -0.19 0.031
C -2.921 -0.737 -3.437 0.53 0.46 0.17 -0.044
C -2.975 -2.232 -3.679 -0.88 0.54 -0.17 -0.440
C -2.992 -2.470 -5.175 -1.07 0.03 -0.32 -0.189
O -4.234 -1.945 -5.665 0.58 -0.70 -0.41 -0.191
C -4.363 -2.006 -7.071 -1.01 0.97 -0.57 -0.125
N -1.791 -2.818 -3.142 1.17 -0.86 1.76 0.037
H -2.811 -0.496 -2.366 -0.21 -0.10 -0.48 0.056
H -3.838 -0.309 -3.832 0.04 0.32 0.02 0.081
H -2.031 -0.306 -3.954 -0.70 -0.23 0.23 0.093
H -3.905 -2.629 -3.191 0.52 0.12 -0.59 0.154
H -2.892 -3.541 -5.393 -0.11 -0.02 -0.10 0.131
H -2.180 -1.937 -5.675 0.28 -0.01 0.17 0.130
H -4.541 -2.996 -7.525 0.06 0.03 0.63 0.087
H -3.542 -1.550 -7.638 0.35 -0.04 0.43 0.084
H -5.238 -1.357 -7.301 0.40 -0.61 0.08 0.094
H -1.836 -3.842 -3.099 -0.10 0.34 -0.24 0.113
H -1.723 -2.530 -2.143 0.10 -0.19 -0.56 0.072
C 3.073 -2.449 -3.667 0.02 1.14 -0.06 -0.075
C 1.645 -2.514 -3.170 0.56 -0.49 -0.04 -0.337
O 0.701 -2.416 -4.228 -1.05 -0.19 1.12 -0.145
H 3.369 -3.310 -4.226 0.07 -0.66 -0.40 0.066
H 3.744 -2.325 -2.824 0.12 -0.23 0.38 0.053
H 3.269 -1.567 -4.278 -0.25 0.06 -0.20 0.077
H 1.515 -1.764 -2.400 -0.30 0.65 0.10 0.088
H 1.612 -3.457 -2.615 -0.64 -0.36 -0.16 0.096
H -0.264 -2.505 -3.814 1.52 0.08 -0.75 0.072
C 0.115 2.121 -3.447 -0.34 0.16 -0.89 -0.071
C 0.582 0.698 -3.562 1.54 0.18 0.56 -0.370
O 0.810 0.316 -4.887 -0.31 -0.96 -0.89 -0.088
H 0.823 2.823 -3.884 0.21 -0.13 -0.26 0.074
H 0.002 2.433 -2.423 -0.33 -0.10 0.44 0.046
H -0.814 2.220 -4.014 -0.20 0.23 0.23 0.078
H -0.069 -0.008 -3.060 -0.30 -0.01 0.29 0.086
H 1.570 0.672 -3.076 -0.09 -0.25 0.52 0.095
H 0.876 -0.679 -4.886 -0.17 0.98 0.02 0.065
C -4.416 2.685 -2.015 -0.61 -0.20 -0.94 -0.077
C -3.610 3.916 -1.827 1.01 0.70 1.13 -0.270
O -2.840 3.705 -0.600 0.25 0.05 -0.64 -0.128
H -5.315 2.875 -2.630 0.57 -0.25 -0.02 0.095
H -4.770 2.315 -1.077 -0.30 -0.07 0.85 0.063
H -3.790 1.897 -2.422 -0.12 -0.18 -0.37 0.058
H -4.222 4.799 -1.655 -0.21 0.10 -0.16 0.108
H -2.927 4.128 -2.664 -0.21 -0.17 0.16 0.120
H -2.045 4.282 -0.580 -0.28 -0.17 0.16 0.056
C 2.877 4.009 -0.985 -0.89 0.83 0.29 -0.090
C 3.660 4.117 -2.256 1.28 -0.90 0.06 -0.304
O 5.003 4.482 -1.859 -0.37 -0.21 0.29 -0.091
H 1.853 3.664 -1.135 0.01 -0.12 -0.23 0.061
H 2.778 5.034 -0.643 -0.07 0.15 0.55 0.073
H 3.313 3.414 -0.181 0.32 -0.08 -0.37 0.074
H 3.310 4.906 -2.921 -0.49 -0.19 -0.06 0.113
H 3.670 3.135 -2.765 0.04 0.46 -0.13 0.102
H 5.579 4.472 -2.620 0.12 0.00 -0.35 0.070
C 0.033 -4.914 0.111 -0.11 0.73 0.52 -0.068
C 0.470 -4.164 1.374 -0.04 0.29 -0.92 -0.338
O 1.624 -4.810 1.863 0.62 0.25 0.41 -0.140
H -0.036 -5.958 0.358 -0.08 -0.53 -0.05 0.071
H 0.777 -4.764 -0.653 0.49 -0.14 -0.31 0.049
H -0.893 -4.560 -0.314 -0.54 0.17 0.06 0.047
H -0.315 -4.134 2.141 0.19 -0.28 -0.04 0.103
H 0.675 -3.098 1.122 0.01 -0.41 0.13 0.088
H 2.419 -4.412 1.401 -0.87 0.01 0.44 0.047
C 0.822 0.646 0.251 1.39 -0.32 -0.21 -0.062
C -0.420 1.430 0.412 -0.48 0.13 0.17 -0.301
O -1.264 1.092 -0.673 -0.30 -0.34 -0.22 -0.104
H 1.346 0.923 -0.669 0.19 0.09 0.23 0.061
H 0.531 -0.390 0.097 -0.05 -0.32 0.02 0.064
H 1.508 0.650 1.124 -0.35 0.31 -0.52 0.088
H -0.357 2.506 0.417 0.70 0.43 0.17 0.090
H -0.831 1.139 1.369 -0.74 -0.06 0.40 0.085
H -1.841 1.844 -0.814 -0.47 0.40 -0.09 0.049
```
Positions in Å, forces in eV/Å.

## Properties
* DFT total energy: -2549.0249 Ha
* orbital gap: 9.4 eV
* energy relative to the best compared isomer or geometry (same formula, charge and spin): 0.0 kcal/mol
* HOMO energy: -9.134 eV

***

(2)
Formula: C32H96O32
Source: OMol25
Level of theory: wB97M-V/def2-TZVPD

The geometry in XYZ format:
```
160
Properties=species:S:1:pos:R:3:forces:R:3:lowdin_charge:R:1
C 3.760 -3.727 -2.271 -2.57 0.38 0.37 -0.117
C 3.264 -2.732 -3.304 1.43 0.11 -0.58 -0.263
O 2.515 -1.727 -2.734 -1.53 0.82 1.12 -0.082
O 2.531 -4.228 -1.554 2.51 0.59 -0.58 -0.092
H 4.366 -3.180 -1.548 0.07 -0.39 0.12 0.110
H 4.301 -4.504 -2.812 0.04 -0.28 0.45 0.120
H 2.671 -3.176 -4.104 0.24 -0.54 -0.06 0.110
H 4.084 -2.157 -3.734 0.77 -0.84 -0.59 0.119
H 1.934 -1.410 -3.429 -0.54 0.67 -0.01 0.049
H 1.869 -4.237 -2.249 -0.49 -0.50 -0.17 0.024
C 0.180 -0.046 0.414 -0.84 -0.57 -0.32 -0.166
C -0.547 -0.258 -0.962 0.39 -0.09 0.80 -0.207
O -1.473 0.740 -1.238 -0.38 1.41 1.47 -0.077
O -0.627 -0.342 1.577 1.33 -0.87 -0.98 -0.076
H 0.670 0.915 0.574 -0.49 0.64 -0.58 0.106
H 1.063 -0.680 0.349 -0.23 -0.75 0.52 0.096
H -1.118 -1.183 -1.037 0.46 -0.61 0.73 0.101
H 0.209 -0.334 -1.744 0.45 0.18 -0.09 0.098
H -1.686 0.798 -2.173 -0.02 -0.14 -0.32 0.022
H -1.324 0.309 1.688 -0.42 0.37 -0.20 0.019
C -0.008 -4.133 -4.221 -0.34 1.21 0.49 -0.199
C -0.964 -3.370 -3.206 1.62 -0.32 0.05 -0.242
O -1.755 -4.267 -2.551 -2.36 -2.05 -1.13 -0.059
O 0.870 -5.048 -3.620 0.12 -0.36 0.48 -0.072
H 0.631 -3.415 -4.734 -0.18 0.28 -0.09 0.082
H -0.521 -4.727 -4.977 -0.79 0.59 -0.10 0.123
H -1.481 -2.591 -3.766 -0.48 0.00 -0.19 0.104
H -0.511 -2.897 -2.335 1.48 0.74 -0.78 0.106
H -1.737 -4.235 -1.591 0.63 0.19 0.48 0.031
H 0.328 -5.830 -3.495 0.26 -0.29 0.50 0.105
C 1.763 0.350 4.475 -1.21 0.34 0.34 -0.220
C 1.244 1.442 5.510 0.52 -1.80 -1.41 -0.179
O 0.489 0.705 6.507 0.80 0.44 -0.44 -0.079
O 2.998 0.692 3.938 0.49 1.47 0.48 -0.086
H 1.030 0.295 3.670 -0.31 -0.34 -0.11 0.099
H 1.877 -0.631 4.934 -0.46 0.02 0.47 0.111
H 0.621 2.176 4.999 -0.20 -0.05 0.01 0.098
H 2.181 1.940 5.757 -0.15 0.09 1.22 0.115
H -0.141 1.265 6.965 0.16 0.31 -0.11 0.073
H 3.371 -0.018 3.410 0.21 -0.43 -0.47 0.043
C -1.738 -2.432 4.731 1.94 0.85 0.75 -0.243
C -0.761 -3.008 5.815 -1.24 -0.59 0.08 -0.207
O -0.189 -4.267 5.462 0.14 0.19 -0.36 -0.073
O -2.861 -3.239 4.503 -0.04 -0.25 0.41 -0.049
H -1.216 -2.214 3.800 0.19 -0.11 -0.20 0.107
H -2.053 -1.468 5.131 -0.35 -0.02 -0.02 0.104
H -1.403 -3.157 6.684 -0.22 -0.12 0.30 0.109
H 0.061 -2.414 6.215 -0.08 0.51 -0.83 0.114
H -0.898 -4.864 5.215 0.03 -0.19 0.14 0.067
H -2.517 -4.118 4.326 -0.29 -0.19 -0.30 0.063
C 2.903 3.317 0.698 0.62 0.63 1.26 -0.189
C 2.811 3.656 2.251 0.82 -0.53 -1.71 -0.204
O 3.880 3.070 2.970 -0.20 0.85 -0.36 -0.075
O 3.480 4.452 -0.020 -1.07 -1.10 0.59 -0.078
H 1.931 2.985 0.334 -0.46 0.52 -0.33 0.079
H 3.545 2.449 0.548 0.22 -0.06 0.30 0.093
H 1.869 3.277 2.646 -0.27 0.24 -0.03 0.102
H 2.882 4.742 2.320 -0.19 0.00 0.17 0.116
H 3.528 2.221 3.247 0.22 -0.71 0.47 0.017
H 3.553 4.117 -0.917 0.37 0.22 -0.45 0.027
C -4.566 2.757 -0.496 -1.79 0.45 1.63 -0.188
C -5.700 2.642 0.618 1.64 0.60 -0.49 -0.201
O -6.843 3.336 0.136 -0.18 -0.25 -0.39 -0.070
O -5.107 2.268 -1.711 0.88 -0.12 -0.30 -0.077
H -3.590 2.360 -0.219 -0.42 -0.96 -0.19 0.094
H -4.342 3.824 -0.519 -0.28 0.43 -0.53 0.106
H -5.353 3.215 1.477 0.33 -0.37 0.36 0.101
H -5.971 1.624 0.897 0.32 -0.11 -0.15 0.112
H -7.582 2.963 0.622 -0.26 0.18 -0.18 0.090
H -5.966 2.679 -1.833 -0.27 0.13 0.19 0.095
C -3.437 0.561 -4.486 -0.38 0.23 1.06 -0.205
C -2.710 1.859 -4.202 -0.72 -0.15 -1.55 -0.240
O -1.511 1.579 -3.594 1.31 -0.77 -0.07 -0.081
O -4.071 0.176 -3.272 -0.22 -0.44 -0.42 -0.070
H -2.822 -0.313 -4.699 0.36 0.42 -0.62 0.121
H -4.139 0.794 -5.287 -0.28 -0.46 -0.17 0.118
H -3.367 2.468 -3.582 -0.03 0.15 0.17 0.123
H -2.552 2.396 -5.137 0.09 0.18 -0.28 0.123
H -1.076 2.376 -3.283 0.40 0.60 0.42 0.054
H -4.493 0.974 -2.947 -0.41 0.12 0.71 0.031
C 0.500 -4.144 1.691 -2.09 -0.49 0.41 -0.247
C -0.960 -4.654 1.374 -0.43 0.93 0.17 -0.141
O -1.484 -4.102 0.132 1.18 -0.76 -0.12 -0.104
O 1.505 -4.836 1.056 0.47 -0.57 -0.90 -0.052
H 0.705 -4.339 2.744 -0.44 0.66 0.33 0.111
H 0.529 -3.101 1.378 -0.14 0.33 0.59 0.106
H -1.762 -4.322 2.034 0.69 0.54 1.11 0.093
H -1.089 -5.729 1.498 0.61 -0.38 -0.90 0.117
H -2.363 -3.791 0.357 -0.29 -0.25 0.09 0.013
H 1.585 -4.426 0.191 0.63 -0.34 -0.61 0.042
C -3.749 -2.168 0.130 0.00 0.94 0.00 -0.222
C -4.785 -1.026 0.311 1.05 -0.80 -1.42 -0.207
O -5.942 -1.277 -0.461 -0.87 -0.56 0.31 -0.070
O -3.977 -3.311 0.902 -0.49 -0.64 1.33 -0.066
H -2.753 -1.831 0.417 -0.02 0.33 0.04 0.107
H -3.678 -2.571 -0.880 -0.18 0.90 -0.72 0.127
H -4.363 -0.135 -0.153 0.51 0.36 0.80 0.101
H -5.066 -0.930 1.360 0.09 0.19 -0.10 0.129
H -5.636 -1.337 -1.369 -0.10 0.06 -0.27 0.076
H -4.899 -3.568 0.823 -0.12 -0.16 -0.09 0.111
C 0.916 0.088 -5.694 0.49 -0.54 -0.36 -0.180
C 1.937 -0.811 -6.528 -0.29 0.99 -0.11 -0.175
O 3.366 -0.624 -6.302 -1.35 0.41 0.90 -0.080
O 0.677 -0.433 -4.389 0.91 -0.41 -0.20 -0.096
H -0.057 0.137 -6.182 0.02 -0.67 -0.68 0.112
H 1.153 1.151 -5.681 0.90 0.02 0.24 0.104
H 1.775 -0.545 -7.573 -0.32 0.09 -0.10 0.108
H 1.657 -1.860 -6.438 -0.04 -0.06 0.36 0.104
H 3.847 -1.282 -6.809 -0.15 -0.11 -0.07 0.080
H 0.024 0.100 -3.931 -0.34 0.34 -0.04 0.052
C 4.217 -2.880 2.966 -0.87 0.63 -0.72 -0.217
C 3.228 -2.099 2.047 1.64 -0.19 0.32 -0.194
O 3.835 -0.817 1.820 0.08 -0.21 1.17 -0.097
O 4.266 -2.277 4.229 0.04 0.77 1.01 -0.057
H 5.198 -2.734 2.514 0.13 -0.60 -0.08 0.119
H 3.900 -3.910 3.133 0.21 -0.19 -0.82 0.123
H 2.298 -2.011 2.609 -0.39 0.01 -0.42 0.108
H 3.186 -2.580 1.071 -0.63 -0.38 0.14 0.114
H 3.437 -0.369 1.070 -0.09 -0.15 -0.55 0.048
H 3.929 -2.874 4.901 -0.02 0.04 -0.11 0.090
C -3.257 2.494 4.394 0.14 -2.19 0.89 -0.217
C -2.638 1.246 3.686 -0.84 0.21 0.17 -0.183
O -2.663 1.357 2.263 -0.15 -0.24 0.64 -0.084
O -2.291 3.479 4.519 1.36 1.21 -1.12 -0.066
H -3.478 2.252 5.433 -0.63 -0.72 -0.03 0.119
H -4.184 2.757 3.883 0.07 0.41 -0.21 0.113
H -3.202 0.336 3.895 -0.58 0.25 0.10 0.116
H -1.666 0.966 4.093 0.50 0.62 -0.12 0.110
H -2.128 2.098 1.972 0.28 0.58 -0.37 0.047
H -2.483 4.158 5.170 -0.34 -0.10 -0.02 0.112
C 5.143 -0.134 -1.265 -2.08 -0.30 -1.28 -0.186
C 5.764 1.161 -0.858 -0.99 0.06 1.27 -0.292
O 6.982 1.338 -1.470 1.48 0.20 -1.30 -0.037
O 3.726 -0.262 -0.862 1.92 0.64 1.15 -0.103
H 5.811 -0.957 -1.009 -0.43 -0.43 0.38 0.121
H 5.034 -0.098 -2.348 0.69 -0.14 -0.31 0.117
H 5.959 1.177 0.214 -0.76 0.28 0.32 0.134
H 5.086 1.947 -1.189 0.15 0.29 0.33 0.110
H 7.641 0.805 -1.019 0.07 0.03 -0.01 0.095
H 3.240 -0.630 -1.604 -0.20 -0.47 -0.41 0.021
C 1.048 4.179 -2.469 1.68 -0.23 -0.54 -0.181
C 1.973 3.018 -3.040 -1.57 1.57 -0.07 -0.203
O 3.345 3.351 -2.943 -0.56 -0.12 0.26 -0.046
O -0.311 3.882 -2.719 -0.70 -0.54 0.18 -0.078
H 1.203 5.127 -2.985 0.82 -0.05 0.03 0.131
H 1.267 4.354 -1.416 -0.39 -0.18 0.10 0.093
H 1.658 2.954 -4.081 0.16 -0.21 -0.31 0.106
H 1.677 2.085 -2.561 0.30 -0.18 0.33 0.117
H 3.800 2.784 -3.569 0.34 -0.02 0.05 0.099
H -0.576 4.423 -3.466 -0.14 0.06 0.05 0.108
C -1.392 4.542 0.394 1.41 0.45 0.71 -0.232
C -1.827 5.341 1.611 0.00 -0.26 -0.91 -0.258
O -1.000 5.193 2.726 -0.25 -0.32 -0.09 -0.042
O -1.395 3.138 0.562 -1.01 -0.09 0.73 -0.083
H -0.325 4.753 0.335 0.06 0.79 -0.94 0.115
H -2.033 4.892 -0.415 0.32 -0.18 -0.46 0.117
H -2.858 5.032 1.782 -0.40 0.34 0.55 0.117
H -1.759 6.389 1.318 -0.37 0.05 -0.12 0.126
H -1.363 4.397 3.122 0.38 -0.32 0.92 0.033
H -1.178 2.717 -0.273 0.01 -0.46 -0.30 0.059
```
Positions in Å, forces in eV/Å.

## Properties
* DFT total energy: -3684.1632 Ha
* orbital gap: 8.7 eV
* energy relative to the best compared isomer or geometry (same formula, charge and spin): 94.1 kcal/mol
* HOMO energy: -8.915 eV